Record 1
ORCA calculation (ωB97M-V/def2-TZVPD) on a molecular structure, C19H34Br6CaCsF2N2O21P3S3V at a distorted geometry.

Output
Frontier orbital gap ... 0.8 eV
HOMO energy ... -8.100 eV
Total energy ... -596940.3580 eV
Net charge ... +1
Relative energy (zero: lowest compared OMol25 entry of this formula, charge and spin) ... 0.0 kJ/mol

```
93
C19H34Br6CaCsF2N2O21P3S3V (ωB97M-V/def2-TZVPD)
N 4.227 -4.480 0.118
P 2.541 -4.382 0.522
O 2.134 -5.955 0.951
C 1.522 -3.899 -0.977
C 1.709 -4.314 -2.222
P 3.022 -5.497 -2.717
O 4.138 -4.827 -3.391
C 0.763 -3.789 -3.309
O 1.118 -3.433 -4.374
C -0.696 -3.719 -2.860
C -0.890 -3.309 -1.630
C -2.315 -3.250 -1.088
C -2.438 -4.176 0.151
C -2.737 -5.695 -0.181
Br -1.272 -6.637 -1.077
C 0.330 -2.949 -0.796
O 0.388 -1.983 -0.091
H 4.460 -5.466 0.014
H 4.428 -4.024 -0.772
H 2.232 -5.935 1.908
H 3.421 -6.332 -1.651
H 2.405 -6.348 -3.674
H -1.511 -4.018 -3.511
H -2.989 -3.592 -1.886
H -2.579 -2.206 -0.874
H -1.557 -4.102 0.796
H -3.318 -3.785 0.764
H -3.673 -5.788 -0.853
H -2.884 -6.219 0.826
O -3.956 -8.831 -2.138
V -2.817 -10.014 -2.669
O -1.691 -11.148 -3.185
C -1.365 2.153 -6.012
O -1.467 1.196 -4.927
P -2.246 1.738 -3.577
O -1.239 2.762 -3.134
O -2.034 0.306 -2.833
C -0.708 -0.087 -2.460
O -3.467 2.110 -2.509
C -3.831 3.490 -2.406
H -1.232 1.606 -6.943
H -2.262 2.753 -6.085
H -0.500 2.796 -5.851
H -0.020 0.754 -2.330
H -0.308 -0.738 -3.240
H -0.744 -0.661 -1.548
H -3.790 3.988 -3.372
H -3.162 3.992 -1.705
H -4.851 3.543 -2.027
Br -1.270 1.178 -0.406
C -1.876 1.642 1.384
C -0.804 1.318 2.438
Br -0.751 -0.570 2.806
H -2.816 1.125 1.552
H -2.072 2.721 1.328
H -1.042 1.790 3.413
H 0.212 1.619 2.130
O -3.512 3.517 -7.636
H -2.988 3.308 -8.417
H -4.188 2.832 -7.617
O -2.451 3.068 4.903
C -1.621 3.519 5.694
O -0.676 2.809 6.237
C 0.072 3.622 7.200
C -0.166 5.030 6.783
C -1.565 4.949 6.200
H -0.318 3.407 8.203
H 1.117 3.363 7.167
H -0.066 5.742 7.597
H 0.544 5.314 6.003
H -2.334 5.083 6.964
H -1.708 5.659 5.385
C 4.563 -0.429 1.451
Br 4.648 0.093 3.291
Br 2.888 -1.321 1.112
Br 4.842 1.056 0.250
H 5.360 -1.138 1.272
O -2.358 6.418 -8.820
S -1.862 6.894 -7.529
O -0.799 6.000 -7.066
O -2.968 6.908 -6.570
O -1.319 8.247 -7.634
Ca -1.295 3.560 2.641
N 6.581 2.052 6.558
S 7.265 3.489 6.519
O 7.090 4.294 7.679
O 7.267 4.153 5.260
F 8.776 3.030 6.657
S 5.026 2.124 6.510
O 4.397 0.890 6.862
O 4.421 2.824 5.410
F 4.646 3.048 7.772
Cs -5.180 -5.838 -0.096
```

---

Record 2
ORCA calculation (ωB97M-V/def2-TZVPD) on 8 unconnected molecules or ions with the total composition C20H40N8O8 at a distorted geometry.

Output
Frontier orbital gap ... 10.7 eV
HOMO energy ... -10.969 eV
Total energy ... -49676.8536 eV

```
76
C20H40N8O8 (ωB97M-V/def2-TZVPD)
C -0.221 3.546 1.912
N 0.244 4.490 2.973
O 0.374 5.646 2.605
O 0.506 4.074 4.090
H 0.142 2.535 2.011
H 0.053 3.987 0.945
H -1.318 3.529 1.932
C 0.827 -5.108 4.592
N 0.883 -4.297 3.326
O 1.571 -4.740 2.471
O 0.125 -3.355 3.288
H 1.745 -5.698 4.599
H -0.077 -5.701 4.540
H 0.727 -4.398 5.411
C -2.461 -1.713 3.536
N -3.322 -0.514 3.163
O -4.546 -0.619 3.132
O -2.727 0.500 2.987
H -1.460 -1.504 3.182
H -2.782 -2.535 2.926
H -2.564 -2.023 4.570
C -4.685 1.690 0.581
N -3.349 1.104 0.180
O -2.461 1.938 0.025
O -3.254 -0.071 0.113
H -5.345 1.427 -0.230
H -4.551 2.765 0.566
H -5.024 1.231 1.498
C 4.463 0.226 0.656
C 4.702 -1.059 -0.155
C 4.572 -2.322 0.687
C 5.501 -2.358 1.797
N 6.169 -2.354 2.754
H 3.450 0.192 1.041
H 4.643 1.137 0.094
H 5.100 0.325 1.537
H 5.712 -0.990 -0.594
H 3.957 -1.147 -0.958
H 4.744 -3.223 0.078
H 3.551 -2.319 1.041
C 3.439 2.694 -2.730
C 2.680 3.607 -1.786
C 3.510 4.768 -1.307
C 3.832 5.647 -2.497
N 4.031 6.258 -3.428
H 3.552 3.052 -3.769
H 2.847 1.777 -2.870
H 4.463 2.504 -2.434
H 2.563 2.942 -0.930
H 1.679 3.870 -2.138
H 4.473 4.480 -0.846
H 2.909 5.396 -0.611
C -5.041 -2.195 -5.691
C -5.427 -1.881 -4.219
C -4.367 -2.159 -3.167
C -3.273 -1.167 -3.196
N -2.451 -0.373 -3.231
H -5.901 -2.045 -6.320
H -4.710 -3.228 -5.771
H -4.122 -1.711 -5.957
H -6.277 -2.522 -3.977
H -5.731 -0.826 -4.130
H -3.920 -3.158 -3.263
H -4.814 -1.973 -2.184
C 0.413 0.787 -0.766
C 0.003 -0.037 0.470
C -0.363 -1.478 0.002
C 0.875 -2.229 -0.327
N 1.870 -2.705 -0.620
H -0.322 0.603 -1.567
H 1.370 0.411 -1.111
H 0.516 1.874 -0.587
H -0.916 0.403 0.866
H 0.732 -0.151 1.276
H -0.936 -1.499 -0.913
H -0.802 -2.026 0.824
```

---

Record 3
ORCA calculation (ωB97M-V/def2-TZVPD) on 7 unconnected molecules or ions with the total composition C37H68N9O at a distorted geometry.

Output
Frontier orbital gap ... 9.3 eV
HOMO energy ... -12.039 eV
Total energy ... -54922.1399 eV
Net charge ... +1

```
115
C37H68N9O (ωB97M-V/def2-TZVPD)
C 2.434 2.517 5.128
O 2.035 1.221 5.538
C 2.421 0.232 4.575
C 3.930 -0.172 4.740
C 4.268 -1.349 3.751
C 5.713 -1.303 3.170
C 6.057 -0.004 2.369
C 6.210 -0.253 0.823
N 4.947 -0.032 0.080
C 4.588 -0.462 -1.195
N 3.371 -0.112 -1.529
N 2.923 0.571 -0.466
C 1.584 1.182 -0.320
C 0.549 0.028 -0.003
C 1.188 -1.136 0.858
C -0.687 0.537 0.798
C 3.846 0.645 0.478
H 3.502 2.709 5.402
H 2.305 2.699 4.032
H 1.844 3.310 5.641
H 1.739 -0.630 4.730
H 2.206 0.646 3.559
H 4.006 -0.551 5.784
H 4.570 0.721 4.593
H 4.205 -2.283 4.359
H 3.462 -1.437 2.986
H 5.886 -2.228 2.570
H 6.425 -1.366 4.025
H 5.398 0.861 2.583
H 7.090 0.311 2.701
H 6.543 -1.291 0.621
H 6.960 0.464 0.418
H 5.212 -1.045 -1.880
H 1.581 1.951 0.481
H 1.280 1.668 -1.271
H 0.287 -0.435 -0.981
H 1.974 -1.680 0.297
H 1.650 -0.641 1.750
H 0.370 -1.801 1.197
H -1.339 -0.364 0.980
H -1.307 1.282 0.262
H -0.349 0.871 1.804
H 3.682 1.187 1.420
C -4.645 -1.482 3.162
C -4.541 -3.003 3.189
C -3.103 -3.504 3.026
C -2.555 -3.056 1.725
N -2.132 -2.705 0.721
H -4.318 -1.073 2.203
H -5.679 -1.169 3.310
H -4.038 -1.034 3.953
H -5.169 -3.416 2.395
H -4.939 -3.371 4.137
H -3.078 -4.594 3.066
H -2.472 -3.122 3.830
C -4.579 2.293 -3.366
C -3.609 1.555 -2.447
C -4.202 0.271 -1.857
C -5.400 0.594 -1.049
N -6.323 0.843 -0.422
H -5.469 2.622 -2.828
H -4.107 3.180 -3.782
H -4.895 1.657 -4.193
H -3.305 2.227 -1.638
H -2.706 1.304 -3.012
H -3.467 -0.227 -1.221
H -4.483 -0.422 -2.653
C -2.343 -6.732 8.037
C -3.037 -7.017 6.710
C -2.284 -6.439 5.507
C -2.180 -4.966 5.629
N -2.100 -3.829 5.729
H -2.284 -5.660 8.238
H -2.897 -7.186 8.860
H -1.329 -7.139 8.045
H -4.050 -6.608 6.742
H -3.132 -8.098 6.582
H -2.810 -6.680 4.582
H -1.279 -6.861 5.444
C -2.425 5.027 -6.619
C -2.931 4.014 -7.642
C -4.445 4.090 -7.857
C -5.149 3.808 -6.585
N -5.694 3.588 -5.603
H -2.854 4.849 -5.631
H -1.340 4.957 -6.520
H -2.673 6.047 -6.922
H -2.655 3.009 -7.313
H -2.428 4.189 -8.595
H -4.749 3.356 -8.606
H -4.734 5.080 -8.213
C -8.495 1.077 -9.665
C -7.841 -0.275 -9.400
C -6.458 -0.151 -8.753
C -5.543 0.601 -9.642
N -4.837 1.175 -10.339
H -7.912 1.673 -10.370
H -9.486 0.940 -10.098
H -8.604 1.648 -8.740
H -7.759 -0.822 -10.343
H -8.487 -0.862 -8.744
H -6.037 -1.141 -8.570
H -6.528 0.369 -7.795
C 11.250 2.470 1.034
C 10.069 3.217 1.644
C 9.932 2.988 3.152
C 9.722 1.549 3.435
N 9.563 0.437 3.654
H 11.141 1.389 1.141
H 11.326 2.685 -0.032
H 12.188 2.768 1.508
H 9.150 2.903 1.139
H 10.188 4.286 1.458
H 9.084 3.551 3.544
H 10.830 3.323 3.674
```

---

Record 4
ORCA calculation (ωB97M-V/def2-TZVPD) on 3 unconnected molecules or ions with the total composition C33H53F3O4.

Output
Frontier orbital gap ... 8.4 eV
HOMO energy ... -9.639 eV
Total energy ... -51423.0448 eV

```
93
C33H53F3O4 (ωB97M-V/def2-TZVPD)
C -4.575 -3.623 -1.201
O -3.829 -2.850 -2.120
C -2.901 -3.672 -2.830
C -1.491 -3.117 -2.740
C -0.679 -3.625 -1.537
C 0.786 -3.965 -1.825
C 1.513 -3.001 -2.781
C 2.822 -2.454 -2.185
C 2.637 -1.565 -0.993
C 3.313 -1.811 0.137
C 3.214 -1.004 1.363
O 3.773 -1.358 2.371
C 2.424 0.236 1.296
C 2.382 1.111 2.379
C 1.637 2.302 2.332
C 1.637 3.190 3.551
C 1.041 4.593 3.431
O -0.242 4.689 4.048
C -1.331 4.470 3.200
C -1.591 5.622 2.225
F -0.744 6.633 2.393
F -2.838 6.104 2.381
F -1.485 5.222 0.947
C 0.939 2.575 1.149
C 0.962 1.701 0.060
C 1.712 0.522 0.130
C 1.720 -0.397 -1.043
O 1.011 -0.163 -1.991
H -3.884 -4.110 -0.512
H -5.262 -2.987 -0.653
H -5.158 -4.401 -1.701
H -2.942 -4.684 -2.428
H -3.202 -3.690 -3.879
H -0.970 -3.259 -3.682
H -1.603 -2.037 -2.640
H -0.749 -2.928 -0.708
H -1.161 -4.538 -1.182
H 1.317 -3.932 -0.871
H 0.899 -4.985 -2.181
H 0.902 -2.160 -3.073
H 1.777 -3.535 -3.692
H 3.341 -1.905 -2.970
H 3.441 -3.300 -1.897
H 3.979 -2.656 0.206
H 2.956 0.843 3.256
H 1.086 2.701 4.353
H 2.657 3.273 3.917
H 1.023 4.958 2.407
H 1.671 5.284 3.983
H -1.241 3.531 2.655
H -2.214 4.386 3.825
H 0.366 3.484 1.050
H 0.415 1.911 -0.845
C 6.403 0.975 3.853
C 5.538 2.115 4.382
C 6.331 3.369 4.749
C 7.355 3.177 5.868
C 6.779 2.654 7.182
C 5.748 3.590 7.810
H 7.122 0.636 4.600
H 5.786 0.117 3.578
H 6.957 1.289 2.966
H 4.962 1.766 5.245
H 4.806 2.382 3.613
H 5.631 4.163 5.027
H 6.853 3.731 3.857
H 7.848 4.137 6.053
H 8.142 2.497 5.530
H 7.601 2.511 7.887
H 6.332 1.667 7.032
H 6.184 4.572 8.004
H 5.390 3.189 8.758
H 4.880 3.727 7.163
C -6.010 -0.451 -4.377
C -6.973 -1.633 -4.425
C -6.364 -2.882 -5.056
C -5.947 -2.740 -6.521
C -7.068 -2.321 -7.471
C -8.218 -3.322 -7.535
H -5.706 -0.136 -5.377
H -6.476 0.407 -3.891
H -5.112 -0.712 -3.812
H -7.885 -1.346 -4.956
H -7.278 -1.876 -3.404
H -7.076 -3.708 -4.962
H -5.487 -3.177 -4.471
H -5.536 -3.697 -6.858
H -5.128 -2.019 -6.599
H -6.646 -2.203 -8.472
H -7.454 -1.338 -7.187
H -7.860 -4.303 -7.855
H -8.977 -2.994 -8.247
H -8.705 -3.439 -6.566
```

---

Question: Among the records above, which one has the highest HOMO energy?
Answer: C19H34Br6CaCsF2N2O21P3S3V